Record 1
# C24H40O24S4

A 8-piece molecular cluster, C24H40O24S4 overall at a distorted geometry (ωB97M-V/def2-TZVPD, OMol25).

```
92
Properties=species:S:1:pos:R:3:mulliken_charge:R:1
C 36.2799 2.0983 -11.3920 -0.573
H 30.9455 7.7064 -14.8146 0.262
O 29.5875 -6.2157 -14.4842 -0.557
O 29.8893 1.6785 -7.2985 -0.582
C 27.3043 4.7258 -14.4956 0.542
O 27.5074 5.8129 -15.0263 -0.649
C 28.6819 2.6425 -19.7487 -0.749
H 32.9642 -5.4129 -13.0140 0.315
H 25.5995 2.1878 -13.4531 0.415
H 27.3768 2.7603 -8.2023 0.303
O 30.2463 1.0407 -15.5142 -0.478
C 32.0581 -4.9867 -12.5834 -0.166
O 31.3618 -0.0221 -13.4505 -0.346
H 36.2681 1.3723 -12.2049 0.270
O 27.5263 4.6354 -13.1733 -0.404
C 31.0523 2.0681 -12.7139 -0.355
C 26.9959 3.4278 -12.5806 0.550
H 28.4706 5.0561 -7.8678 0.316
O 31.2451 1.7340 -9.4413 -0.289
C 34.5280 3.4666 -11.9186 0.440
H 27.0270 3.4660 -9.7997 0.141
O 30.0604 3.9076 -8.5242 -0.382
H 32.2872 -4.7252 -11.5504 0.092
H 29.3749 3.2365 -17.9194 -0.015
O 30.1479 -4.1097 -9.5889 -0.295
O 28.5638 -5.9803 -12.1198 -0.523
H 31.6271 -3.5862 -14.3389 0.288
H 31.5820 2.7140 -13.4141 0.138
C 31.6906 7.0094 -15.1980 -0.624
H 26.1932 3.6485 -11.8770 0.194
H 25.5269 3.7798 -15.2189 0.384
H 32.9367 1.0050 -12.7756 0.113
H 30.4027 -1.8576 -11.2558 -0.548
O 32.6896 -4.1083 -8.7858 -0.537
C 26.5557 3.5112 -14.9793 0.084
H 26.7019 1.6794 -20.4713 0.351
C 29.2590 2.2787 -18.4267 0.096
C 31.2671 5.6263 -14.7740 0.414
O 29.8158 1.6058 -13.0454 -0.274
S 30.1218 2.2524 -8.6495 1.061
H 29.6042 -0.9883 -9.9323 0.070
O 26.3136 0.5288 -18.0159 -0.650
H 31.6908 0.4851 -11.5655 -0.063
C 29.1987 -3.1655 -10.0042 -0.137
C 35.1148 1.9013 -10.5102 -0.442
O 28.7203 2.3347 -9.5425 -0.228
O 28.2928 1.5026 -17.7433 -0.216
H 32.5860 7.2285 -14.6163 0.386
C 27.1837 2.1496 -19.6141 -0.444
C 31.8741 0.8961 -12.5582 0.322
H 36.4190 4.3619 -11.1969 0.301
H 26.6569 3.0314 -19.2494 0.205
O 34.0848 2.4122 -11.2736 -0.129
O 33.7840 4.1449 -12.6645 -0.621
O 31.2169 5.2192 -18.2012 -0.625
H 36.4645 3.8205 -12.8366 0.287
H 28.8341 3.7177 -19.8433 0.333
S 29.9654 0.4428 -14.2151 1.100
H 27.0199 3.0383 -15.8447 -0.306
C 30.0525 -1.9372 -10.2267 0.701
O 30.8030 5.1252 -16.0316 -0.165
H 33.0611 6.9747 -16.8969 0.293
C 28.7431 4.4814 -8.7530 -0.319
C 27.1625 1.3020 -18.4155 0.502
H 30.2790 1.8956 -18.4581 0.316
C 27.8054 3.2787 -9.0600 -0.215
C 31.3570 5.6973 -17.0827 0.472
H 37.2509 1.9487 -10.9198 0.380
C 36.0529 3.5758 -11.8574 -0.515
H 30.3357 5.7523 -14.2221 0.088
H 27.2840 1.7577 -13.8162 -0.242
H 29.0943 2.0969 -20.5974 0.332
H 28.3530 -3.0196 -9.3321 0.286
O 28.8351 -0.5003 -13.9947 -0.599
O 29.9335 -4.0403 -13.1279 -0.189
O 30.8682 -3.3841 -7.2139 -0.556
H 28.6550 5.1667 -9.5960 0.275
H 34.8780 0.8388 -10.4541 0.295
S 29.5956 -5.6505 -13.1216 1.089
H 31.5232 -2.8689 -12.7416 -0.189
O 31.0656 -6.0756 -12.4922 -0.364
O 31.2695 -2.0335 -9.3730 -0.258
C 31.9856 6.9953 -16.7204 -0.500
H 35.2312 2.1826 -9.4636 0.287
H 31.9733 5.0028 -14.2257 -0.188
H 31.0406 2.5770 -11.7501 0.343
C 26.5784 2.5834 -13.7239 -0.293
C 31.3782 -3.7947 -13.2984 0.205
H 27.7515 2.8974 -12.0011 -0.310
H 31.5375 7.8733 -17.1856 0.257
S 31.3327 -3.5148 -8.6099 1.027
H 28.8625 -3.5856 -10.9522 0.188
```

Calculated values
SMILES: O=S1(=O)OCCO1.O=S1(=O)OCCO1.O=S1(=O)OCCO1.O=S1(=O)OCCO1.O=C1CCCO1.O=C1CCCO1.O=C1CCCO1.O=C1CCCO1
E in Eh: -4336.80723
HOMO in Ha: -0.3631
ΔE to the lowest compared entry with this formula, charge and spin in kcal/mol: 42.8



Record 2
# C14H18N2O4S

One molecule with the formula C14H18N2O4S (ωB97M-V/def2-TZVPD, OMol25).

```
39
Properties=species:S:1:pos:R:3:mulliken_charge:R:1
H -3.4716 -0.5703 2.8756 0.459
C 4.0760 2.4810 -0.3276 -0.964
C -1.7590 0.6921 2.3151 -0.224
O 1.3532 -3.2329 0.4247 -0.490
C 0.0425 -3.5954 0.8005 -0.673
H -0.6995 -3.2175 0.0909 0.241
C 2.5048 0.7514 0.1051 0.720
H -0.2006 -3.2381 1.8056 0.318
C -1.7378 -0.6431 -1.9534 -1.373
C -2.2506 0.5088 0.1780 0.103
H -0.2392 -1.0735 0.9059 0.324
C 1.6623 -1.9155 0.3400 0.199
H -3.5281 1.1910 -2.9101 0.454
C 2.9688 -1.6029 -0.0413 -0.864
C 1.2015 0.4303 0.4684 0.052
O 2.7786 2.0705 0.0484 -0.362
N -3.1494 -0.1882 0.8123 -0.546
H -2.4207 -1.4411 -1.6700 0.305
N -1.3596 1.0877 1.0541 0.153
H 4.3257 2.1392 -1.3365 0.371
C 3.3918 -0.2944 -0.1550 -0.492
H 4.4106 -0.0945 -0.4443 0.427
H -0.7286 -0.9098 -1.6446 0.276
H -1.7489 -0.5413 -3.0357 0.442
C -3.5557 1.0889 -1.8281 -1.724
C 0.7738 -0.8747 0.6008 -0.089
H 4.0504 3.5685 -0.3092 0.255
H -1.4495 1.4526 -1.5267 0.297
H -1.2176 1.0235 3.1749 0.456
H -3.8529 2.0408 -1.3960 0.400
C -2.8612 -0.0817 2.1432 -0.826
H 4.8285 2.1217 0.3810 0.364
H 3.6481 -2.4159 -0.2422 0.433
H 0.0291 -4.6838 0.7917 0.251
H -4.2944 0.3396 -1.5568 0.331
C -2.1801 0.6724 -1.3026 1.018
S 0.1451 1.8455 0.7712 1.338
O 0.5053 2.4722 2.0007 -0.669
O 0.0089 2.6371 -0.4079 -0.689
```

Calculated values
SMILES: COc1ccc(OC)c(S(=O)(=O)n2ccnc2C(C)C)c1
E in Eh: -1352.89581
HOMO in Ha: -0.3143
ΔE to the lowest compared entry with this formula, charge and spin in kcal/mol: 66.9



Record 3
# C24H45BeClNNaO8

C24H45BeClNNaO8 as an isolated structure at a distorted geometry (ωB97M-V/def2-TZVPD, OMol25).

```
81
Properties=species:S:1:pos:R:3:mulliken_charge:R:1
Na -2.0547 1.1892 5.7090 0.902
H -3.4927 -1.6181 -8.9308 -0.043
H -0.3643 3.3751 3.1341 0.373
H 2.2297 0.6625 2.6803 -0.918
C -2.2739 -2.2669 2.5337 -0.673
O -5.5105 -0.6092 -8.2200 -0.580
C 0.6074 0.4828 4.8001 -0.868
C 3.0676 5.6385 1.3869 0.738
H -2.5035 -2.2954 3.5931 0.316
N -3.0030 -1.1397 1.8331 -0.217
H 6.3253 0.3861 1.3076 0.353
H 3.9746 2.1137 2.1265 0.204
C -4.0717 -0.0619 -4.3511 0.042
H 1.5350 0.7657 1.0036 0.298
Be -4.5048 3.4324 -3.9065 -0.060
O -3.6366 0.1235 -3.1845 -0.833
H -0.6003 1.7298 2.5987 0.168
O 2.1428 6.4457 1.4147 -0.721
H -0.1153 2.5372 5.2736 0.365
C -4.4654 0.7693 -6.6193 -0.367
H -0.6016 -1.8635 1.2167 0.543
H -0.7407 -2.8978 -8.1890 0.272
C 5.4227 0.0630 1.8238 -0.585
C 0.5145 2.0179 4.5127 -0.590
H -3.5647 1.9089 -5.0421 0.341
H 0.5652 0.3642 5.8891 0.620
H 0.5514 -2.2075 3.9074 0.492
H 4.9501 -2.9255 3.5543 0.418
H 0.9247 -0.9828 2.6927 -0.498
C 0.1261 2.4001 3.0752 -0.527
H 3.5273 -0.5056 1.0522 0.351
C 4.7035 -1.8873 3.3312 0.311
O -4.5903 -0.9346 -0.9609 -0.679
H 0.9102 2.9445 1.1963 0.530
H 4.3528 -0.1506 4.6457 0.231
H -0.9853 -0.9979 5.0068 0.762
Cl -5.9717 -2.3954 -8.8847 -0.187
H 5.3306 0.6545 2.7312 0.371
C 5.5121 -1.4503 2.1068 -1.138
H 4.3073 4.6781 2.2791 0.298
H -2.2857 -3.4171 -7.5277 0.230
C 4.9632 -1.0509 4.5914 -1.213
H -5.2375 -1.0992 -1.6534 0.286
H -1.3817 0.1412 3.7109 0.276
C -5.1373 -1.5018 -6.0214 -0.194
C 0.1223 -1.4592 3.2447 0.127
H -5.5804 -2.4370 -6.3362 0.332
H -2.3383 -0.4594 1.4556 0.303
O 3.6529 5.2954 2.6344 -0.550
O -2.0321 -3.7009 -9.5094 -0.438
C -0.7795 -2.2267 2.2298 -1.201
O 3.5934 5.0160 0.4278 -0.721
O -2.1970 -0.8037 -7.6357 -0.391
C -1.7944 -3.0867 -8.4598 -0.163
C -0.5428 -0.4194 4.1814 -0.470
H 3.6341 -1.8201 3.1031 -0.298
C -2.4388 -1.4411 -8.6765 0.187
C -4.6648 -1.3146 -4.7617 -0.616
H 1.5132 2.4199 4.6817 0.352
H -1.9708 -1.0869 -9.6125 0.339
H 4.6782 -1.6493 5.4604 0.376
C 4.2064 0.3400 0.9008 -0.844
H 3.3376 2.3312 0.4425 0.419
H -2.6592 -3.1895 2.1097 0.445
H 1.9869 3.3781 2.4761 0.196
H -4.7112 -2.0962 -4.0114 0.391
H -4.4143 1.5409 -7.3784 0.371
H -3.5690 -1.4735 1.0300 0.334
C -5.0632 -0.4694 -7.0032 0.723
C 2.0781 1.2877 1.7972 0.898
H 5.1224 -1.9676 1.2297 0.410
H -3.5682 -0.6361 2.5115 0.329
C 3.4740 1.6514 1.2793 -0.698
H 6.0157 -0.8033 4.7092 0.368
H 4.4943 0.3222 -0.1484 0.493
H 6.5640 -1.7149 2.2279 0.393
H -0.4234 -3.2541 2.2313 0.399
C 1.3200 2.5821 2.1406 -1.024
C -4.0055 0.9653 -5.3563 -0.332
H -4.0404 -0.2268 -1.3412 0.413
H 1.5489 0.0409 4.4989 -0.054
```

Calculated values
E in Eh: -2234.86084
HOMO in Ha: -0.1996
ΔE to the lowest compared entry with this formula, charge and spin in kcal/mol: 39.5



Record 4
# C14H10N2O

One molecule with the formula C14H10N2O at a distorted geometry (ωB97M-V/def2-TZVPD, OMol25).

```
27
Properties=species:S:1:pos:R:3:mulliken_charge:R:1
H 2.5922 -1.4341 2.2730 0.371
H 0.4138 -1.5751 3.2119 0.290
C -1.6549 1.9778 -2.0776 -0.856
C 1.7749 -1.5630 1.5526 -0.729
C -0.1225 0.7286 -0.6262 0.485
C -0.8120 -1.3691 0.4271 0.598
H 1.3020 3.6225 -1.7380 0.453
C -0.7026 3.0142 -2.2232 -0.420
C -0.5685 -2.4033 1.4303 0.486
N 1.3573 -0.3051 0.9049 0.082
C 0.5401 2.8727 -1.6024 -0.542
C 2.2841 0.7069 0.6234 -0.095
C 0.6321 -2.2351 2.3594 -0.614
C -2.2297 -0.2185 -1.1917 -0.741
O -1.4381 -3.2412 1.6926 -0.647
H -0.9498 3.9120 -2.7667 0.404
N 2.0620 1.7084 -0.1621 -0.594
C -1.3428 0.8491 -1.3373 0.483
H -3.1664 -0.1669 -1.7486 0.344
H 0.9514 -3.1968 2.7572 0.396
C 0.8280 1.7426 -0.8002 0.738
H -2.6370 2.0553 -2.5371 0.383
H 2.1507 -2.3143 0.7863 0.285
H 3.2320 0.6524 1.1614 0.319
H -2.6758 -2.1431 -0.2346 0.505
C -1.9720 -1.3388 -0.3738 -1.148
C 0.1518 -0.3380 0.2392 -0.235
```

Calculated values
SMILES: O=C1CCN2C=Nc3cccc4ccc1c2c34
E in Eh: -724.27040
HOMO in Ha: -0.2685
ΔE to the lowest compared entry with this formula, charge and spin in kcal/mol: 0.0



What did the fourth record say?
# C14H10N2O

One molecule with the formula C14H10N2O at a distorted geometry (ωB97M-V/def2-TZVPD, OMol25).

```
27
Properties=species:S:1:pos:R:3:mulliken_charge:R:1
H 2.5922 -1.4341 2.2730 0.371
H 0.4138 -1.5751 3.2119 0.290
C -1.6549 1.9778 -2.0776 -0.856
C 1.7749 -1.5630 1.5526 -0.729
C -0.1225 0.7286 -0.6262 0.485
C -0.8120 -1.3691 0.4271 0.598
H 1.3020 3.6225 -1.7380 0.453
C -0.7026 3.0142 -2.2232 -0.420
C -0.5685 -2.4033 1.4303 0.486
N 1.3573 -0.3051 0.9049 0.082
C 0.5401 2.8727 -1.6024 -0.542
C 2.2841 0.7069 0.6234 -0.095
C 0.6321 -2.2351 2.3594 -0.614
C -2.2297 -0.2185 -1.1917 -0.741
O -1.4381 -3.2412 1.6926 -0.647
H -0.9498 3.9120 -2.7667 0.404
N 2.0620 1.7084 -0.1621 -0.594
C -1.3428 0.8491 -1.3373 0.483
H -3.1664 -0.1669 -1.7486 0.344
H 0.9514 -3.1968 2.7572 0.396
C 0.8280 1.7426 -0.8002 0.738
H -2.6370 2.0553 -2.5371 0.383
H 2.1507 -2.3143 0.7863 0.285
H 3.2320 0.6524 1.1614 0.319
H -2.6758 -2.1431 -0.2346 0.505
C -1.9720 -1.3388 -0.3738 -1.148
C 0.1518 -0.3380 0.2392 -0.235
```

Calculated values
SMILES: O=C1CCN2C=Nc3cccc4ccc1c2c34
E in Eh: -724.27040
HOMO in Ha: -0.2685
ΔE to the lowest compared entry with this formula, charge and spin in kcal/mol: 0.0



Which formula does entry 4 have? C14H10N2O